No. 1
{
  "formula": "C30H64GeNO10P2SSi6Y",
  "method": "ωB97M-V/def2-TZVPD",
  "multiplicity": 2,
  "total_charge": -1,
  "molar_mass_g_mol": 1022.9,
  "gap_ev": [7.42, 6.73],
  "e_above_lowest_ev": 0.200,
  "s_squared": 0.753,
  "symbols": ["C", "O", "H", "H", "H", "H", "O", "H", "H", "H", "H", "C", "H", "H", "H", "H", "C", "H", "H", "C", "O", "H", "S", "C", "C", "H", "H", "C", "H", "O", "Si", "Si", "C", "C", "O", "H", "N", "H", "O", "H", "C", "H", "H", "Si", "H", "H", "O", "C", "H", "C", "O", "C", "Si", "C", "H", "H", "C", "H", "P", "H", "H", "C", "H", "H", "Y", "Ge", "C", "H", "C", "H", "H", "H", "H", "H", "H", "H", "H", "H", "H", "H", "H", "H", "C", "H", "H", "H", "C", "C", "C", "O", "H", "O", "H", "H", "C", "Si", "H", "Si", "H", "C", "C", "H", "C", "H", "H", "H", "H", "C", "C", "H", "H", "C", "C", "P", "H", "H"],
  "positions_angstrom": [[2.6096, -2.2225, 1.6092], [-2.3087, -1.1540, 2.3513], [3.0294, 0.9487, -6.1602], [-2.0567, 1.0475, -3.6490], [-6.4006, 2.7727, -2.3254], [-1.2199, -0.7123, 6.2195], [-2.6330, -3.1286, 0.7614], [2.6664, 3.7318, 4.1988], [4.4578, 0.0678, 0.7422], [1.5391, 4.1612, -2.0254], [-5.0612, -2.4417, 0.9110], [1.7945, 4.6219, 0.0722], [4.4419, -1.5232, -3.3132], [4.9775, -0.9370, 3.1547], [-0.0045, 1.7868, -5.0488], [0.6368, 1.9115, -1.5462], [4.1352, -2.2208, -2.5303], [-3.3555, -0.1206, -3.9620], [-3.9997, 3.1724, -1.8818], [-8.2062, 1.4955, -0.7431], [-0.7221, -4.6125, -0.0514], [-1.2864, -3.7138, -2.8137], [-2.3336, 2.4843, 0.3052], [-4.0564, 2.2203, 0.0365], [1.6758, 4.1053, 1.3483], [-0.2550, -2.3319, -5.6284], [2.2375, -3.9467, -0.5720], [-2.4773, 0.0885, -3.3414], [-2.7950, 0.1694, -2.3021], [-4.6133, -1.8468, 1.5233], [2.3638, -2.8089, -2.7885], [0.6390, -0.6302, 4.6164], [1.0483, 0.1585, 2.9738], [3.4777, 1.5442, -3.0503], [-1.6174, 1.6427, -0.6754], [-1.5713, 0.5052, 4.9896], [0.8346, 2.0554, 0.4908], [2.1653, -2.6149, 4.7990], [-2.0357, 1.8982, 1.6431], [3.8440, -1.2764, 4.4593], [-6.7535, 1.7727, -0.4612], [-0.2151, 2.5124, 5.2676], [1.2346, -3.9779, -4.6707], [2.6857, -0.4963, 2.3502], [-0.0771, 3.8768, 4.1548], [3.2462, 1.9251, -2.0557], [-2.0869, 3.8931, 0.1882], [1.4505, 3.8186, -1.0033], [2.9725, -4.2904, -4.6779], [-6.1706, 1.3467, 0.7278], [-0.3463, -2.0956, 0.4976], [-4.8253, 1.5630, 0.9818], [1.1812, 1.9697, 3.2578], [2.6036, 0.1345, -5.5653], [2.1559, 5.6311, -0.0837], [2.1274, -2.9635, 2.2473], [-5.9597, 2.4328, -1.3952], [3.6296, -2.5620, 1.3999], [-1.0049, -3.4479, 0.7829], [-8.6177, 2.2212, -1.4446], [4.2845, 0.3894, 4.0933], [-1.1639, -0.4946, 5.1482], [4.2307, -1.7092, -1.5691], [2.0608, -2.1968, 0.6674], [-0.7308, 0.0488, 1.0017], [0.9150, -0.9069, -2.6568], [2.0151, -4.2036, -1.6069], [-4.3673, 1.2176, 1.8986], [0.7554, 2.1925, -4.3754], [3.6085, 1.5647, 1.1407], [-1.1898, 2.5585, 3.7864], [0.9750, -4.5271, -1.6290], [1.9545, 4.7040, 2.2057], [1.8071, -0.3330, -6.1475], [2.9846, 2.1949, 4.9980], [-6.7715, 0.8275, 1.4653], [-2.3220, -2.7015, -1.8154], [3.3860, -0.6112, -5.4108], [0.6848, -3.1091, 4.0030], [-0.6148, -0.6189, -5.8660], [2.3452, -2.7597, -5.3099], [2.6596, 0.0802, 5.9698], [-0.2152, 2.7927, 4.2127], [1.3192, -0.4546, 6.9859], [-1.0826, -3.0025, 2.8581], [-1.9242, -1.8050, -5.8945], [-0.9775, -1.5438, -5.4108], [2.2144, -3.5146, -4.5334], [1.2110, 2.8043, 1.5418], [-0.8000, -3.7706, 2.3345], [-2.8703, -3.1910, -3.4221], [-2.8367, -0.7256, -0.0152], [3.9090, 2.3611, -3.6366], [2.6531, -5.0494, -1.8865], [2.7713, 2.6554, 4.0334], [1.9732, 0.8252, -3.9241], [4.2415, 0.7731, -2.9300], [-1.2653, -1.3210, -3.5528], [0.2312, 2.6225, -3.5209], [0.9618, 2.5562, -0.7410], [-1.9955, -2.8849, -2.8398], [1.2997, 1.1627, 6.2914], [1.0850, -2.4583, 4.7777], [-8.3307, 0.5027, -1.1815], [-8.7972, 1.5278, 0.1723], [3.6370, 2.5019, 3.3856], [0.6883, -2.7976, 5.7401], [-4.6153, 2.6603, -1.1534], [4.0674, -0.5822, 3.6478], [2.8844, 0.4090, 0.0195], [-1.8062, -1.1936, 4.6157], [3.4713, 0.5002, 0.9382], [1.5762, 0.1247, 6.0934], [-3.0817, -1.6404, 1.1470], [4.8316, -3.0634, -2.5364], [1.2704, 3.0010, -4.9027]],
  "atomic_forces_ev_per_a": [[0.0, 0.0, 0.0], [0.0, -0.1, 0.1], [0.0, 0.0, 0.0], [0.0, 0.0, 0.0], [0.0, 0.0, 0.0], [0.0, 0.0, 0.0], [0.1, 0.1, 0.0], [0.0, 0.0, 0.0], [0.0, 0.0, 0.0], [0.0, 0.0, 0.0], [0.0, 0.0, 0.0], [0.0, 0.0, 0.0], [0.0, 0.0, 0.0], [0.0, 0.0, 0.0], [0.0, 0.0, 0.0], [0.0, 0.0, 0.0], [0.0, 0.1, 0.0], [0.0, 0.0, 0.0], [0.0, 0.0, 0.0], [0.0, 0.0, 0.0], [0.0, 0.0, 0.0], [0.0, 0.0, 0.0], [0.1, -0.1, 0.1], [0.0, 0.0, 0.0], [0.0, 0.0, 0.0], [0.0, 0.0, 0.0], [0.0, 0.0, 0.0], [0.0, 0.0, 0.0], [0.0, 0.0, 0.0], [0.0, 0.0, 0.0], [0.1, 0.0, 0.1], [0.0, 0.0, 0.0], [0.0, 0.0, 0.0], [0.0, 0.0, 0.0], [-0.1, 0.0, 0.0], [0.0, 0.0, 0.0], [0.0, -0.1, -0.1], [0.0, 0.0, 0.0], [-0.1, 0.1, -0.1], [0.0, 0.0, 0.0], [0.0, 0.0, 0.0], [0.0, 0.0, 0.0], [0.0, 0.0, 0.0], [0.0, 0.0, 0.0], [0.0, 0.0, 0.0], [0.0, 0.0, 0.0], [0.0, 0.0, 0.0], [0.0, 0.0, 0.0], [0.0, 0.0, 0.0], [0.0, 0.0, 0.0], [0.0, 0.0, -0.1], [0.0, 0.0, 0.0], [0.0, 0.0, 0.0], [0.0, 0.0, 0.0], [0.0, 0.0, 0.0], [0.0, 0.0, 0.0], [0.0, 0.0, 0.0], [0.0, 0.0, 0.0], [0.0, 0.1, 0.0], [0.0, 0.0, 0.0], [0.0, 0.0, 0.0], [0.0, 0.0, 0.0], [0.0, 0.0, 0.0], [0.0, 0.0, 0.0], [0.1, 0.1, 0.2], [0.0, 0.0, 0.0], [0.0, 0.0, 0.0], [0.0, 0.0, 0.0], [0.0, 0.0, 0.0], [0.0, 0.0, 0.0], [0.0, 0.0, 0.0], [0.0, 0.0, 0.0], [0.0, 0.0, 0.0], [0.0, 0.0, 0.0], [0.0, 0.0, 0.0], [0.0, 0.0, 0.0], [0.0, 0.0, 0.0], [0.0, 0.0, 0.0], [0.0, 0.0, 0.0], [0.0, 0.0, 0.0], [0.0, 0.0, 0.0], [0.0, 0.0, 0.0], [0.0, 0.0, 0.0], [0.0, 0.0, 0.0], [0.0, 0.0, 0.0], [0.0, 0.0, 0.0], [0.0, 0.0, 0.0], [0.0, 0.0, 0.0], [0.0, 0.0, 0.1], [0.0, 0.0, 0.0], [0.0, 0.0, 0.0], [-0.1, 0.0, 0.0], [0.0, 0.0, 0.0], [0.0, 0.0, 0.0], [0.0, 0.0, 0.0], [0.1, 0.0, 0.0], [0.0, 0.0, 0.0], [0.0, 0.0, 0.0], [0.0, 0.0, 0.0], [0.0, 0.0, 0.0], [0.0, 0.0, 0.0], [0.0, 0.0, 0.0], [0.0, 0.0, 0.0], [0.0, 0.0, 0.0], [0.0, 0.0, 0.0], [0.0, 0.0, 0.0], [0.0, 0.0, 0.0], [0.0, 0.0, 0.0], [0.0, 0.0, 0.0], [0.0, 0.0, 0.0], [0.0, 0.0, 0.0], [0.0, 0.0, 0.0], [0.0, 0.0, 0.0], [0.0, -0.1, -0.1], [0.0, 0.0, 0.0], [0.0, 0.0, 0.0]],
  "mulliken_spin": [0.004, 0.003, 0.005, 0.002, 0.000, 0.000, 0.001, 0.000, 0.003, 0.001, 0.000, 0.003, 0.001, -0.001, 0.001, 0.038, 0.005, -0.001, 0.000, 0.000, 0.000, 0.002, -0.001, 0.001, -0.002, -0.011, 0.002, 0.009, -0.004, 0.000, 0.012, 0.001, 0.019, 0.017, -0.019, 0.000, -0.011, 0.000, 0.002, 0.000, 0.000, 0.000, -0.002, 0.006, 0.000, -0.003, 0.000, 0.051, 0.002, 0.000, -0.037, 0.000, -0.003, 0.044, 0.001, 0.000, 0.000, 0.002, 0.007, 0.000, 0.000, 0.000, -0.001, 0.031, 0.003, 0.724, -0.001, 0.000, 0.006, 0.002, 0.000, 0.003, 0.000, -0.001, 0.000, 0.000, 0.001, -0.007, 0.000, -0.006, -0.003, 0.000, 0.000, 0.000, 0.001, 0.005, 0.065, 0.046, 0.015, 0.000, 0.000, -0.016, -0.002, -0.001, 0.000, 0.011, 0.002, -0.011, 0.003, -0.029, -0.002, 0.000, 0.000, 0.000, 0.000, 0.000, 0.000, 0.000, -0.001, 0.087, 0.000, -0.056, 0.000, -0.018, 0.000, -0.001]
}

No. 2
{
  "formula": "C4H12N2S",
  "method": "ωB97M-V/def2-TZVPD",
  "multiplicity": 2,
  "total_charge": 1,
  "molar_mass_g_mol": 120.2,
  "gap_ev": [10.14, 5.32],
  "e_above_lowest_ev": 1.881,
  "s_squared": 0.756,
  "symbols": ["H", "H", "H", "C", "H", "H", "S", "H", "H", "H", "C", "H", "C", "H", "H", "C", "N", "H", "N"],
  "positions_angstrom": [[-1.2638, 0.3690, -2.4460], [-1.3864, -0.4747, -0.2124], [0.1898, -0.9397, 2.1150], [-0.6764, -0.2079, 1.9298], [0.4912, 1.4278, -0.5364], [1.0879, 0.3241, -2.7912], [-0.9586, -0.9164, -2.6331], [1.3664, -1.4226, -2.8299], [2.2099, -0.1886, -0.7682], [-0.3831, 0.8396, 3.7187], [0.8259, -0.5844, -2.3322], [-1.5909, -0.8696, 2.1374], [1.2063, -0.5011, -0.8162], [1.0800, -1.4065, -0.3494], [0.1056, 1.6266, 2.2689], [-0.7698, 0.1996, 0.4613], [-0.6172, 1.0169, 2.7844], [-1.3868, 1.1778, 0.4492], [0.4700, 0.5301, -0.1498]],
  "atomic_forces_ev_per_a": [[-0.4, 0.1, -0.1], [0.9, -0.1, 0.5], [-0.9, 1.1, -0.5], [-0.4, -2.1, 1.6], [0.6, 1.7, -0.7], [0.3, 1.1, -0.7], [1.0, 0.2, 0.2], [-0.2, 0.6, 0.6], [1.6, 0.1, -0.2], [0.6, -0.3, 1.4], [-1.1, -1.8, -0.1], [1.1, 1.3, 0.0], [-0.4, 2.3, -0.6], [-0.4, -2.1, 1.2], [-1.3, -0.9, 1.9], [-1.9, 2.5, 0.0], [0.8, 0.4, -4.5], [0.8, -1.4, 0.2], [-0.8, -2.5, -0.2]],
  "nbo_charge": [0.119, 0.282, 0.194, -0.233, 0.400, 0.233, 0.157, 0.278, 0.253, 0.389, -0.518, 0.228, -0.254, 0.234, 0.348, -0.318, -0.803, 0.246, -0.234]
}

No. 3
{
  "formula": "CH6N2O",
  "method": "ωB97M-V/def2-TZVPD",
  "multiplicity": 1,
  "molar_mass_g_mol": 62.1,
  "gap_ev": 10.60,
  "smiles": "[H]/N=C\\N.O",
  "e_above_lowest_ev": 0.789,
  "symbols": ["C", "O", "H", "H", "N", "H", "N", "H", "H", "H"],
  "positions_angstrom": [[0.1031, 0.2032, 0.7044], [0.2965, -1.4948, -2.5826], [-0.0327, -0.6673, -2.1772], [0.7166, 0.7934, 2.4968], [-0.0172, 0.9610, 1.8409], [-0.9288, 1.3018, 2.1027], [-0.7055, 0.0582, -0.2660], [0.9839, -0.4520, 0.6940], [1.1920, -1.1931, -2.7930], [-1.6079, 0.4895, -0.0200]],
  "atomic_forces_ev_per_a": [[0.0, -0.8, 0.0], [0.5, 1.1, 0.0], [-0.5, -0.7, 0.3], [-0.2, 0.2, 0.7], [0.1, -0.5, -0.9], [0.3, 0.1, 0.3], [-0.7, 0.2, 0.5], [0.2, 0.7, -0.1], [0.0, -0.5, -0.2], [0.3, 0.3, -0.5]],
  "nbo_charge": [0.292, -0.949, 0.489, 0.395, -0.826, 0.393, -0.730, 0.163, 0.451, 0.322]
}

No. 4
{
  "formula": "C22H20ClN4PdSTe",
  "method": "ωB97M-V/def2-TZVPD",
  "multiplicity": 1,
  "total_charge": 1,
  "molar_mass_g_mol": 642.0,
  "gap_ev": [4.74, 4.74],
  "e_above_lowest_ev": 2.306,
  "symbols": ["C", "C", "C", "H", "C", "H", "C", "C", "H", "C", "H", "H", "H", "Pd", "C", "H", "S", "H", "H", "H", "H", "C", "C", "H", "H", "C", "Te", "C", "C", "H", "C", "C", "C", "C", "H", "H", "N", "N", "N", "H", "C", "C", "H", "C", "C", "N", "C", "H", "H", "Cl"],
  "positions_angstrom": [[1.1908, 3.4148, -0.6707], [-1.6073, 1.1473, -0.7176], [-1.6237, -2.4077, -0.8482], [1.2033, -2.3544, 3.9132], [3.7830, 4.2884, -0.6366], [-4.2057, -3.7782, -2.6136], [-3.6827, -3.3428, -1.7731], [0.3352, 5.7105, -0.7513], [4.2154, 2.1799, -0.5682], [-2.3164, -2.2236, 0.3694], [2.9996, 6.2780, -0.7071], [2.7044, -1.5658, 1.9118], [-5.3656, -3.4342, -0.4517], [1.4325, 0.4423, -0.6302], [-0.1618, 2.9326, -0.6981], [1.4620, -5.1580, 3.6286], [2.7979, -3.2395, -0.4932], [0.3080, -2.1108, -1.8733], [-3.7090, 1.5654, -0.8023], [1.5624, -5.3265, 1.0270], [2.7778, -3.1764, 3.9646], [1.2139, -4.3390, 2.9585], [3.4431, 2.9322, -0.6073], [0.5483, 6.7713, -0.7714], [4.8226, 4.5780, -0.6245], [-4.3276, -3.1475, -0.5576], [3.6789, -0.9805, -0.6942], [1.4367, 4.7923, -0.7001], [2.7772, 5.2186, -0.6826], [-4.1420, -2.4304, 1.4630], [-0.2662, -2.0123, -0.9658], [-1.2137, 3.8524, -0.7523], [-3.6397, -2.5845, 0.5165], [2.2637, -3.3944, 1.1269], [0.1312, -4.2435, 2.8916], [0.1975, -1.5999, -0.0719], [2.1933, 2.5061, -0.6231], [2.2367, -2.4466, 2.0654], [1.7889, -4.5480, 1.6217], [-1.7765, -1.7794, 1.1964], [-0.9332, 5.2596, -0.7761], [-2.5227, 3.3475, -0.7873], [-3.3595, 4.0336, -0.8291], [-2.7179, 1.9943, -0.7714], [1.8774, -3.0118, 3.3699], [-0.3648, 1.5946, -0.6774], [-2.3557, -2.9787, -1.9179], [-1.7662, 5.9493, -0.8165], [-1.7319, 0.0649, -0.7141], [-1.5921, -3.2397, -3.4487]],
  "atomic_forces_ev_per_a": [[0.2, 0.0, 0.0], [0.0, -0.4, 0.0], [-0.2, 0.5, -0.5], [0.0, 0.0, 0.0], [-0.1, 0.1, 0.0], [0.0, 0.0, 0.0], [0.1, 0.0, 0.1], [0.0, 0.0, 0.0], [0.1, -0.1, 0.0], [-0.1, -0.1, -0.1], [0.0, 0.0, 0.0], [0.1, 0.2, 0.0], [0.0, 0.0, 0.0], [-0.8, -0.4, -0.6], [0.0, 0.1, 0.0], [0.0, 0.0, 0.0], [0.1, 0.1, -0.1], [0.1, -0.3, 0.2], [0.0, 0.0, 0.0], [0.0, 0.0, 0.0], [0.0, 0.0, 0.0], [0.1, 0.1, -0.1], [-0.2, 0.1, 0.0], [0.0, 0.0, 0.0], [0.0, 0.0, 0.0], [0.0, 0.0, 0.0], [-0.8, 0.1, 0.2], [0.1, 0.0, 0.0], [0.0, 0.0, 0.0], [0.0, 0.0, 0.0], [0.9, 0.7, 0.5], [0.0, 0.0, 0.0], [0.0, -0.1, -0.1], [-0.2, 0.1, 0.4], [-0.1, 0.0, 0.0], [0.4, -0.7, 0.1], [0.3, -0.2, 0.1], [-0.1, -0.5, -0.4], [0.2, 0.4, 0.0], [0.0, 0.0, 0.1], [0.0, 0.0, 0.0], [-0.1, 0.0, 0.0], [0.0, 0.0, 0.0], [-0.1, 0.0, 0.0], [0.0, -0.1, -0.1], [0.0, -0.2, 0.0], [-0.1, 0.1, 0.1], [0.0, 0.0, 0.0], [0.0, 0.4, 0.0], [0.0, 0.0, 0.0]],
  "nbo_charge": [0.142, 0.089, -0.186, 0.228, -0.244, 0.238, -0.226, -0.172, 0.206, -0.142, 0.232, 0.449, 0.227, 0.412, 0.230, 0.231, 0.057, 0.234, 0.241, 0.434, 0.212, -0.224, 0.086, 0.231, 0.241, -0.187, -0.126, -0.083, -0.101, 0.223, -0.454, -0.091, -0.239, 0.337, 0.209, 0.187, -0.458, -0.571, -0.562, 0.200, -0.160, -0.114, 0.232, -0.245, -0.226, -0.475, -0.006, 0.230, 0.230, 0.026]
}